Record 1
139
Properties=species:S:1:pos:R:3 method="wB97M-V/def2-TZVPD" largest_force_ev_per_a=4.54 lumo_ev="-3.774 / -3.323" multiplicity=4 charge=+1 e_tot_ha=-3460.93063
H 1.690 -2.534 6.797
H -3.140 -1.460 -2.000
H 4.139 -2.344 -1.982
C -3.687 2.923 3.209
H 2.799 -0.727 -6.027
H 3.143 -1.538 3.470
H -2.702 -0.101 0.339
H 0.621 1.677 6.425
H 0.210 -1.729 -4.697
H -0.096 -3.845 -4.183
C -5.509 -2.085 -2.346
N 1.841 2.478 4.007
H 2.860 3.393 -4.358
C 3.356 -2.240 1.451
H 2.437 1.323 1.455
H 3.029 0.915 4.671
H -3.788 0.948 -0.593
C 1.489 -3.118 4.673
H 0.999 -4.053 4.943
H -1.279 4.294 0.860
H -6.650 -2.941 -0.681
H 4.405 -2.514 1.569
H 1.471 1.431 -5.822
H -3.830 -1.491 -4.459
H 4.090 1.879 1.536
H 4.292 -3.721 4.233
H 0.362 0.308 -5.289
H -3.330 3.946 3.329
H -4.266 3.780 0.745
H -0.804 1.319 -3.206
H 1.974 4.689 -5.259
C -3.694 0.349 0.314
H 2.406 4.925 0.045
O 1.505 -1.960 -0.987
C 0.822 3.840 -3.639
O 0.810 0.098 -0.501
P 0.131 -1.275 -0.761
H -4.738 -4.066 -4.044
H -4.347 -0.508 0.151
H -2.996 2.942 -0.112
C 1.170 -2.243 -4.648
H 0.247 3.332 -4.414
H 4.010 -4.358 2.677
H 0.700 4.845 -0.271
H -2.860 -3.007 -4.603
H 0.300 4.726 -3.280
H -4.025 -6.316 -3.031
C 0.940 -3.588 -3.961
H 2.933 -2.957 0.748
H 1.392 1.146 -4.076
H 1.365 -2.505 -5.688
H 3.334 0.285 -4.786
H -3.443 1.060 4.178
H 3.293 -1.331 0.853
H -2.105 -1.493 -4.124
H -4.775 2.891 3.273
H -7.493 -1.675 -1.692
H 0.623 0.319 5.404
H 4.437 -1.380 -4.135
H 0.660 -2.426 4.529
H -0.373 5.098 3.886
C 2.879 2.741 3.061
C 3.530 -4.238 3.648
C -6.809 -2.523 -1.675
H -3.776 2.362 5.288
H 3.095 2.288 5.723
H 3.489 0.646 2.700
H -2.127 2.223 4.618
H 3.788 3.086 3.554
C 2.167 4.232 -4.288
C 1.184 3.704 4.521
H -5.546 -4.808 -2.677
H -1.785 2.700 -3.447
C -1.361 2.079 -2.658
C 0.213 4.288 3.452
C -3.172 -2.412 -2.531
C 1.305 0.980 5.939
N -4.439 -3.049 -2.197
O -0.060 -0.897 -2.258
H -5.093 1.618 1.369
C 3.590 -2.065 -4.102
H -0.182 2.135 -0.958
H 3.575 -2.670 -5.009
H 1.674 -4.340 -4.249
H -2.204 1.561 -2.199
H 2.607 -1.531 5.645
H 2.958 -5.579 5.277
C 2.610 -2.150 2.742
Cs -0.785 0.304 2.310
H -4.129 0.500 2.331
N 2.292 -3.404 3.460
H -0.667 3.784 -1.474
H -5.673 -1.849 -3.398
H 4.027 -6.367 4.068
C 1.982 3.460 -1.443
C -0.339 2.800 -1.808
C 2.483 -0.339 -5.059
H 0.831 -3.520 -2.879
H 2.306 -6.048 3.752
H -2.560 5.218 0.153
H 0.692 3.512 5.474
H 1.956 4.437 4.754
C -3.017 -2.085 -4.043
H -2.709 -5.284 -3.478
H -2.456 5.298 1.832
H 1.802 0.452 6.753
C 3.248 1.553 2.146
H -0.479 3.500 3.152
Cr 1.772 -0.395 -2.135
N 0.991 2.985 -2.453
C 3.211 -5.660 4.219
H 1.692 -1.604 2.525
H 3.192 -3.697 -2.713
H 3.203 -3.068 6.135
H 2.955 3.560 -1.923
N -3.195 2.346 1.906
C -3.190 2.094 4.410
N 2.268 -1.382 -4.039
C -2.316 4.593 1.012
H -5.164 -1.198 -1.814
H 4.920 -3.384 -3.060
C -3.252 3.394 0.847
H 1.798 5.642 -1.439
H -3.173 -5.405 -1.792
C -4.092 1.208 1.504
H 2.617 3.565 2.397
C -3.565 -5.353 -2.808
H 2.167 2.700 -0.685
C 1.364 0.666 -5.054
H 2.614 5.015 -3.676
C 3.947 -2.928 -2.882
C 2.282 -2.544 5.881
O -0.936 -1.833 0.222
H 0.719 4.725 2.591
H -2.288 -2.958 -2.202
C -4.643 -4.279 -2.980
C 2.411 1.696 5.115
C 1.676 4.801 -0.755
H -7.259 -3.236 -2.365

Record 2
17
Properties=species:S:1:pos:R:3 method="wB97M-V/def2-TZVPD" largest_force_ev_per_a=5.07 lumo_ev="-8.803 / -9.251" multiplicity=2 charge=+2 e_tot_ha=-6238.25005
F -16.830 -2.663 18.772
Ag -15.708 -0.283 19.768
C -16.934 -6.075 16.318
B -17.623 -1.618 18.306
F -18.818 -2.024 17.746
H -17.451 -6.996 16.589
F -16.780 -0.973 17.540
H -18.200 -4.461 17.314
F -17.881 -0.962 19.474
H -16.074 -6.012 16.984
Ag -18.767 0.983 18.593
Ag -16.763 0.070 15.297
Br -16.442 -6.423 14.371
H -18.736 -5.065 15.689
C -17.891 -4.807 16.328
Br -17.019 -3.305 15.338
Ag -20.251 -1.760 15.795

Record 3
71
Properties=species:S:1:pos:R:3 method="wB97M-V/def2-TZVPD" largest_force_ev_per_a=3.61 lumo_ev="-3.403 / -6.016" multiplicity=3 charge=+1 relative_energy_ev=1.0516 e_tot_ha=-2976.50382
H 3.303 -0.421 -1.567
H 2.356 -5.214 -1.481
C -3.625 1.189 -1.350
H 3.879 1.897 2.064
C 1.714 -2.684 -1.977
Cl -0.466 1.867 2.903
H 6.039 -4.579 0.632
H -0.638 -3.994 1.375
C 3.163 -1.186 2.861
C 1.092 3.549 -1.315
C -0.562 5.245 0.119
C 1.558 4.817 -0.978
H 4.655 -0.257 -0.474
H 2.262 2.407 1.530
H -1.721 -3.307 -2.627
H -1.989 -1.572 -2.251
H 0.872 -4.549 0.642
C 3.156 1.844 1.265
C -4.561 0.174 3.852
Si -0.739 1.320 -1.263
C 3.831 -2.236 -0.577
H -3.826 1.658 -5.190
C -4.936 1.542 -3.336
C 3.688 -0.752 -0.619
C 2.885 -3.154 -1.184
H 5.701 -2.073 0.559
H 2.292 -1.106 3.564
H -0.640 -4.922 -0.221
C 5.188 -4.149 0.083
H 1.348 -3.501 -2.622
C -1.041 3.976 -0.292
H -2.380 2.700 4.769
C -2.463 1.390 -2.095
H 4.526 -6.087 -0.506
H -1.180 5.870 0.723
C -2.538 1.543 -3.473
Sb 2.418 -0.151 1.084
C -0.178 3.119 -0.956
C -3.808 -0.370 2.820
C -3.756 1.538 -4.120
H 0.131 0.958 -2.459
C -2.500 0.095 2.537
C -2.773 1.822 4.295
C -4.860 1.349 -1.955
H -2.591 -2.760 -1.145
C 4.999 -2.742 0.043
H -5.557 -0.216 4.060
C 3.143 -4.542 -1.140
Sb 0.006 -2.324 -0.670
C -4.063 1.252 4.567
H -2.056 3.694 -0.043
C -0.127 -4.196 0.422
H 2.540 5.080 -1.354
H -5.773 1.364 -1.372
N -1.783 -0.580 1.580
H -3.598 0.952 -0.280
H 1.716 2.875 -1.916
H -5.922 1.692 -3.762
C 4.288 -5.037 -0.545
H 1.139 6.583 0.132
Cl -4.501 -1.630 1.834
C -1.785 -2.550 -1.828
C -2.026 1.233 3.287
Mo -0.274 -0.137 0.692
H 3.448 -2.203 2.608
H 4.005 -0.699 3.316
H -1.623 1.636 -4.116
H -4.630 1.614 5.414
H 1.855 -1.776 -2.633
C 0.735 5.669 -0.226
H 3.555 2.136 0.291

Record 4
7
Properties=species:S:1:pos:R:3 method="wB97M-V/def2-TZVPD" largest_force_ev_per_a=4.61 lumo_ev="0.997 / -1.319" multiplicity=3 relative_energy_ev=0.0000 e_tot_ha=-527.78841
H -1.444 0.654 -0.243
H 1.992 -1.690 -1.129
H -1.075 0.333 1.244
P 1.378 -1.168 0.891
O 2.175 -2.022 -0.309
N 0.163 -0.344 -0.082
N -0.694 0.538 0.412

Record 5
53
Properties=species:S:1:pos:R:3 method="wB97M-V/def2-TZVPD" largest_force_ev_per_a=3.81 lumo_ev="-6.014 / -7.802" multiplicity=8 charge=+2 relative_energy_ev=0.0000 e_tot_ha=-2495.08433
H -2.588 2.676 -1.501
H 2.244 2.659 -2.779
C -1.328 2.114 2.854
H -3.994 -0.421 0.851
H -1.319 3.019 2.236
P -2.181 0.493 -0.471
H -0.229 0.106 4.762
H 1.354 3.624 -1.941
C 1.088 -1.856 -2.028
O 1.468 2.675 -2.176
H 2.317 -2.987 2.277
H 2.987 -0.814 -1.686
H -1.920 1.455 -2.708
H -2.345 1.716 2.842
H 2.952 -2.531 -1.174
H -1.260 -0.912 3.746
C 1.052 -2.766 -3.098
C 1.615 1.655 3.033
H 3.276 -3.300 0.782
H -1.157 5.380 -0.751
C -2.517 -0.984 -1.548
H 4.057 -0.658 1.928
C 3.902 -0.864 0.871
H 4.213 -0.048 0.212
H 0.469 -1.230 3.827
Gd 0.581 0.952 -0.505
Si 0.010 0.825 2.384
C -1.237 -1.541 -2.176
H -4.544 0.569 -0.553
C 2.358 -1.612 -1.214
H -1.114 2.421 3.891
H -3.602 1.305 -2.115
H -3.223 -0.686 -2.351
C -2.582 1.643 -1.849
H 2.469 0.978 3.111
H -0.200 -3.725 -4.600
O -0.778 4.475 -0.701
H 4.437 -1.798 0.589
C -1.319 -2.498 -3.210
P 2.106 -1.209 0.628
N -0.021 -1.102 -1.662
C -0.278 -0.434 3.796
H 1.928 2.523 2.445
H -3.908 1.418 0.905
C -0.155 -3.055 -3.732
H 2.003 -3.267 -3.361
H 1.375 2.006 4.050
H -2.342 -2.738 -3.584
C -3.813 0.514 0.289
H -3.020 -1.755 -0.940
C 2.282 -2.950 1.171
H -1.062 4.138 0.201
H 1.492 -3.599 0.734

Record 6
18
Properties=species:S:1:pos:R:3 method="wB97M-V/def2-TZVPD" largest_force_ev_per_a=4.79 lumo_ev="3.049 / 3.049" charge=-1 e_tot_ha=-1482.59941
H -2.091 -2.377 0.465
S 2.414 2.706 0.373
C 2.434 -1.372 0.723
H -1.482 -0.882 1.384
H -0.077 2.872 0.483
S 3.073 -2.793 0.392
H -1.355 -1.372 -1.602
S 2.863 -0.089 -0.544
H -1.332 1.530 0.723
C -0.592 1.993 -0.006
H -1.121 2.226 -0.926
N 0.358 1.007 -0.290
H -2.107 -0.048 -0.730
C -1.250 -0.822 -0.749
C 1.796 1.309 -0.236
C -1.304 -1.589 0.516
H -0.355 -2.120 0.813
C 0.127 -0.179 -0.788

What did the third record say?
71
Properties=species:S:1:pos:R:3 method="wB97M-V/def2-TZVPD" largest_force_ev_per_a=3.61 lumo_ev="-3.403 / -6.016" multiplicity=3 charge=+1 relative_energy_ev=1.0516 e_tot_ha=-2976.50382
H 3.303 -0.421 -1.567
H 2.356 -5.214 -1.481
C -3.625 1.189 -1.350
H 3.879 1.897 2.064
C 1.714 -2.684 -1.977
Cl -0.466 1.867 2.903
H 6.039 -4.579 0.632
H -0.638 -3.994 1.375
C 3.163 -1.186 2.861
C 1.092 3.549 -1.315
C -0.562 5.245 0.119
C 1.558 4.817 -0.978
H 4.655 -0.257 -0.474
H 2.262 2.407 1.530
H -1.721 -3.307 -2.627
H -1.989 -1.572 -2.251
H 0.872 -4.549 0.642
C 3.156 1.844 1.265
C -4.561 0.174 3.852
Si -0.739 1.320 -1.263
C 3.831 -2.236 -0.577
H -3.826 1.658 -5.190
C -4.936 1.542 -3.336
C 3.688 -0.752 -0.619
C 2.885 -3.154 -1.184
H 5.701 -2.073 0.559
H 2.292 -1.106 3.564
H -0.640 -4.922 -0.221
C 5.188 -4.149 0.083
H 1.348 -3.501 -2.622
C -1.041 3.976 -0.292
H -2.380 2.700 4.769
C -2.463 1.390 -2.095
H 4.526 -6.087 -0.506
H -1.180 5.870 0.723
C -2.538 1.543 -3.473
Sb 2.418 -0.151 1.084
C -0.178 3.119 -0.956
C -3.808 -0.370 2.820
C -3.756 1.538 -4.120
H 0.131 0.958 -2.459
C -2.500 0.095 2.537
C -2.773 1.822 4.295
C -4.860 1.349 -1.955
H -2.591 -2.760 -1.145
C 4.999 -2.742 0.043
H -5.557 -0.216 4.060
C 3.143 -4.542 -1.140
Sb 0.006 -2.324 -0.670
C -4.063 1.252 4.567
H -2.056 3.694 -0.043
C -0.127 -4.196 0.422
H 2.540 5.080 -1.354
H -5.773 1.364 -1.372
N -1.783 -0.580 1.580
H -3.598 0.952 -0.280
H 1.716 2.875 -1.916
H -5.922 1.692 -3.762
C 4.288 -5.037 -0.545
H 1.139 6.583 0.132
Cl -4.501 -1.630 1.834
C -1.785 -2.550 -1.828
C -2.026 1.233 3.287
Mo -0.274 -0.137 0.692
H 3.448 -2.203 2.608
H 4.005 -0.699 3.316
H -1.623 1.636 -4.116
H -4.630 1.614 5.414
H 1.855 -1.776 -2.633
C 0.735 5.669 -0.226
H 3.555 2.136 0.291